Formula: C50H76ClFNO22P2
Source: the OMol25 dataset
Level of theory: ωB97M-V/def2-TZVPD

The geometry in XYZ format:
```
153
Properties=species:S:1:pos:R:3
O -1.2153 -4.5797 6.9917
C -1.4742 -3.3206 6.2471
C -2.9965 -2.7519 5.9899
C -3.3500 -1.3714 5.1639
C -2.0838 -0.5008 4.5874
C -0.5553 -1.0613 4.8400
C -0.1880 -2.4740 5.6399
C 1.3891 -2.9605 5.7906
N 2.3445 -2.2638 4.8476
C 2.1221 -2.6357 3.3983
C 2.3629 -1.3103 2.4669
C 1.0454 -0.7749 1.6533
P 0.0157 -2.1309 0.7875
F 0.9849 -3.2695 -0.1248
P -1.5598 -1.1458 -0.4119
O -2.9948 -0.8603 0.5338
Cl -2.0811 -2.5279 -1.9379
H -0.9702 -4.3880 7.9528
H -3.8964 -3.3672 6.4182
H -4.4444 -0.9717 4.9437
H -2.2483 0.5092 3.9727
H 0.3623 -0.4493 4.4443
H 1.4993 -4.1490 5.7765
H 1.7112 -2.6385 6.8923
H 3.3023 -2.6612 5.0871
H 2.9802 -3.4123 3.1049
H 1.0903 -3.1685 3.2591
H 3.3066 -1.4314 1.7488
H 2.6700 -0.4309 3.2136
H 1.4575 -0.0664 0.7852
H 0.3348 -0.0652 2.2989
H -0.7107 -2.8287 1.8577
H -3.1624 -1.5817 1.2097
O 5.2874 -7.1212 3.1980
C 4.6805 -6.6239 2.2639
O 3.8244 -5.5664 2.3779
C 3.2122 -5.3211 1.1126
C 4.1409 -5.9324 0.0963
C 4.7248 -7.1037 0.8448
H 2.2227 -5.7900 1.1066
H 3.0950 -4.2439 0.9624
H 3.6375 -6.2136 -0.8325
H 4.9381 -5.2214 -0.1527
H 4.1027 -7.9981 0.7503
H 5.7504 -7.3099 0.5301
O -3.3951 1.6695 -6.4201
C -3.8040 1.2809 -5.3385
O -3.0049 1.0144 -4.2639
C -3.8021 0.4784 -3.2090
C -5.2070 0.9375 -3.4995
C -5.2347 0.9829 -5.0063
H -3.7104 -0.6127 -3.2215
H -3.4411 0.8535 -2.2469
H -5.9710 0.2858 -3.0672
H -5.3576 1.9474 -3.0989
H -5.5078 0.0158 -5.4376
H -5.8968 1.7712 -5.3719
O 5.4666 -11.8784 7.2200
C 5.5527 -10.7450 6.7773
O 4.6189 -10.1607 5.9706
C 5.0935 -8.8806 5.5558
C 6.1203 -8.4847 6.5843
C 6.7054 -9.8123 6.9948
H 5.5243 -8.9758 4.5535
H 4.2602 -8.1730 5.5177
H 6.8624 -7.7788 6.2021
H 5.6235 -8.0205 7.4449
H 7.5336 -10.1101 6.3458
H 7.0162 -9.8071 8.0421
O -1.8265 1.6188 2.3186
C -2.6242 2.3298 1.7302
O -2.9919 3.5787 2.1417
C -4.0176 4.0722 1.2814
C -3.8757 3.2883 0.0029
C -3.3742 1.9520 0.4888
H -4.9869 3.9087 1.7639
H -3.8786 5.1451 1.1196
H -4.8053 3.2253 -0.5688
H -3.1163 3.7552 -0.6362
H -4.1958 1.2822 0.7575
H -2.7137 1.4812 -0.2430
O -6.3720 3.0607 -2.4752
C -6.0524 4.1475 -2.9277
O -4.8530 4.7564 -2.6934
C -4.8638 6.0552 -3.2840
C -5.9241 5.9975 -4.3523
C -6.9222 5.0260 -3.7749
H -5.0966 6.7905 -2.5066
H -3.8772 6.2794 -3.6999
H -6.3515 6.9757 -4.5879
H -5.4993 5.5827 -5.2746
H -7.6547 5.5269 -3.1358
H -7.4206 4.4500 -4.5580
O -0.5196 -7.4150 -6.0987
C -0.3877 -6.4642 -5.3459
O -0.2920 -6.5652 -3.9876
C -0.2582 -5.2557 -3.4219
C 0.2091 -4.3539 -4.5343
C -0.3535 -5.0248 -5.7618
H -1.2643 -4.9994 -3.0739
H 0.4267 -5.2401 -2.5691
H -0.1169 -3.3174 -4.4138
H 1.3049 -4.3606 -4.5818
H -1.3722 -4.6907 -5.9773
H 0.2937 -4.8805 -6.6300
O 2.9132 -0.3532 -1.1304
C 2.3063 0.1441 -2.0645
O 1.4502 1.2016 -1.9506
C 0.8380 1.4469 -3.2158
C 1.7666 0.8357 -4.2322
C 2.3506 -0.3357 -3.4837
H -0.1515 0.9780 -3.2219
H 0.7208 2.5241 -3.3661
H 1.2633 0.5544 -5.1610
H 2.5639 1.5466 -4.4812
H 1.7285 -1.2300 -3.5781
H 3.3762 -0.5419 -3.7984
O 3.2228 1.8264 -6.4195
C 3.4684 2.9993 -6.1907
O 2.9274 3.7121 -5.1595
C 3.3481 5.0719 -5.2589
C 4.6061 5.0396 -6.0867
C 4.3609 3.8769 -7.0149
H 2.5505 5.6502 -5.7370
H 3.5282 5.4762 -4.2585
H 4.8034 5.9807 -6.6069
H 5.4676 4.8211 -5.4441
H 3.8260 4.1831 -7.9182
H 5.2912 3.3644 -7.2703
O -5.6681 7.2282 1.0545
C -4.9295 7.6200 1.9429
O -3.6648 8.0928 1.7401
C -3.0555 8.3568 3.0029
C -4.1991 8.5358 3.9668
C -5.2507 7.6117 3.4068
H -2.4179 7.5067 3.2676
H -2.4364 9.2559 2.9329
H -3.9281 8.3138 5.0024
H -4.5602 9.5706 3.9258
H -5.1435 6.5933 3.7905
H -6.2581 7.9916 3.5916
O 3.9698 4.7996 -1.9110
C 3.6201 4.6459 -0.7525
O 3.4759 5.6610 0.1492
C 3.1634 5.1105 1.4280
C 2.5901 3.7467 1.1446
C 3.3329 3.3281 -0.0990
H 4.0828 5.0601 2.0207
H 2.4453 5.7562 1.9419
H 2.7055 3.0495 1.9787
H 1.5198 3.8332 0.9214
H 4.2787 2.8335 0.1390
H 2.7156 2.6957 -0.7412
```

Its HOMO energy is -0.3949 hartree. The gap between HOMO and LUMO is 5.5939 eV. The total charge is +1.